The following is a DFT calculation (ωB97M-V/def2-TZVPD) of a cluster of 6 separate species, C48H72IN8O2 in total.

Atoms and positions in Å:
C (9.257860, -1.997717, 0.744723)
C (9.856125, -0.556296, 0.947687)
C (9.055817, 0.227538, 2.082734)
C (8.148676, 1.360431, 1.464449)
C (7.074975, 1.808301, 2.540905)
C (5.613220, 1.635175, 1.953274)
C (5.155511, 3.014122, 1.354170)
C (3.758859, 2.969950, 0.620688)
C (2.690708, 2.062342, 1.366629)
C (1.306222, 2.821733, 1.396570)
C (0.029587, 1.851963, 1.236464)
C (-1.243694, 2.787130, 1.062116)
C (-2.339381, 2.233425, 0.032942)
C (-3.724294, 2.861758, 0.400056)
N (-4.408213, 2.306248, 1.570212)
C (-5.495399, 3.236670, 1.908946)
C (-6.720389, 3.253212, 0.888307)
N (-7.707952, 4.198635, 1.444742)
C (-4.828990, 0.901736, 1.444562)
C (-5.950020, 0.478434, 2.495228)
C (-5.349383, 0.687344, 3.969317)
N (-5.045737, -0.585500, 4.664772)
C (-5.151590, 0.425863, -0.035031)
C (-5.996831, -0.882273, -0.155267)
C (-7.551570, -0.674766, -0.259943)
I (-5.332327, -1.892333, -1.995007)
C (-3.614417, -0.045474, 1.909628)
O (-3.612857, -1.272598, 1.662754)
O (-2.645989, 0.456756, 2.589874)
H (9.628025, -2.458577, -0.205629)
H (8.141746, -1.992271, 0.693157)
H (9.572407, -2.663853, 1.584156)
H (10.917968, -0.654779, 1.280024)
H (9.825461, -0.017497, -0.023441)
H (9.834924, 0.642182, 2.772051)
H (8.466060, -0.519578, 2.664457)
H (7.682213, 1.058304, 0.498400)
H (8.804877, 2.246397, 1.267384)
H (7.215004, 2.906532, 2.716696)
H (7.193833, 1.239640, 3.494436)
H (5.542776, 0.812679, 1.192605)
H (4.962491, 1.338459, 2.808168)
H (5.099794, 3.757078, 2.185216)
H (5.919094, 3.314916, 0.586934)
H (3.885188, 2.584761, -0.425520)
H (3.409570, 4.027501, 0.510567)
H (2.528245, 1.103163, 0.819474)
H (2.970810, 1.844688, 2.421191)
H (1.214468, 3.360465, 2.375348)
H (1.243879, 3.592831, 0.592444)
H (-0.078942, 1.311211, 2.212619)
H (0.153942, 1.128498, 0.395066)
H (-1.788233, 2.949890, 2.028371)
H (-0.897606, 3.795873, 0.698344)
H (-2.050967, 2.665674, -0.969364)
H (-2.322159, 1.130378, -0.094119)
H (-3.481419, 3.934829, 0.647191)
H (-4.357509, 2.950291, -0.533111)
H (-5.156989, 4.308757, 1.911022)
H (-5.898143, 3.099828, 2.951868)
H (-6.392905, 3.691351, -0.093184)
H (-7.116482, 2.234854, 0.668919)
H (-8.008253, 3.946890, 2.382968)
H (-8.487185, 4.371630, 0.816707)
H (-6.168589, -0.613962, 2.451890)
H (-6.914022, 1.016430, 2.347452)
H (-6.198713, 1.154882, 4.550313)
H (-4.518683, 1.424229, 3.991365)
H (-4.839563, -1.315803, 3.971739)
H (-5.910325, -0.907566, 5.111386)
H (-4.195379, 0.238580, -0.586071)
H (-5.674811, 1.209335, -0.651262)
H (-5.812654, -1.626030, 0.651295)
H (-8.026484, -1.638216, 0.077731)
H (-7.866419, -0.566123, -1.329131)
H (-7.959775, 0.118785, 0.405194)
N (0.452539, 4.110866, -2.339849)
C (0.367772, 5.427944, -2.551465)
C (-0.171597, 5.996622, -3.694779)
C (-0.649299, 5.152932, -4.682914)
C (-0.570630, 3.784274, -4.491371)
C (-0.015057, 3.317705, -3.309805)
H (0.756905, 6.049481, -1.751495)
H (-0.215848, 7.072163, -3.807188)
H (-1.077849, 5.557571, -5.592492)
H (-0.931880, 3.092582, -5.241039)
H (0.066615, 2.254051, -3.112184)
N (-8.611072, -2.282750, -5.012324)
C (-9.544156, -2.847371, -5.785311)
C (-9.774713, -4.213114, -5.844631)
C (-8.990258, -5.044203, -5.059893)
C (-8.016061, -4.484372, -4.251000)
C (-7.867177, -3.105367, -4.261577)
H (-10.130168, -2.156548, -6.383431)
H (-10.546989, -4.614877, -6.488277)
H (-9.137498, -6.117675, -5.077863)
H (-7.386001, -5.102571, -3.625505)
H (-7.115895, -2.621713, -3.638780)
N (11.283508, -0.939813, -1.806340)
C (11.984023, -2.065667, -1.969761)
C (13.321039, -2.097590, -2.334880)
C (13.970884, -0.892951, -2.547123)
C (13.265341, 0.288217, -2.385517)
C (11.932124, 0.209384, -2.014690)
H (11.432044, -2.983524, -1.795515)
H (13.838634, -3.040937, -2.450040)
H (15.015523, -0.874628, -2.834887)
H (13.738140, 1.248813, -2.542660)
H (11.339382, 1.107410, -1.872249)
N (4.576444, 0.461601, 5.387318)
C (5.263321, -0.518720, 5.981137)
C (4.710730, -1.406319, 6.890548)
C (3.368150, -1.269531, 7.207069)
C (2.635250, -0.259942, 6.605601)
C (3.283039, 0.572893, 5.706764)
H (6.310608, -0.584274, 5.703673)
H (5.315421, -2.183918, 7.338994)
H (2.898434, -1.942963, 7.914274)
H (1.585334, -0.121574, 6.827016)
H (2.750110, 1.375273, 5.207501)
N (-7.155793, -7.886468, -4.130530)
C (-5.966987, -7.840695, -3.520231)
C (-4.785103, -8.278337, -4.096991)
C (-4.835317, -8.797869, -5.379631)
C (-6.055559, -8.857813, -6.032963)
C (-7.177893, -8.390151, -5.368506)
H (-5.977747, -7.428973, -2.516590)
H (-3.850904, -8.213778, -3.555135)
H (-3.933596, -9.151793, -5.865283)
H (-6.134812, -9.257320, -7.035549)
H (-8.154549, -8.413062, -5.841406)

Forces on atoms 1 to 6 (eV/Å):
0.37 0.10 -0.23
-0.65 -0.51 0.72
0.74 -0.26 -1.32
0.60 0.16 1.65
-0.48 0.00 -1.46
0.19 0.54 0.82

Results
E_HOMO, Eh: -0.1551
Charge: -1
HOMO-LUMO gap, Eh: 0.2247
Lowest unoccupied orbital energy, eV: 1.9

Atom charges from the Mulliken analysis, given in e for atoms 1 to 8:
1. C -1.075
2. C -0.150
3. C -0.615
4. C -0.649
5. C -0.773
6. C 0.174
7. C -0.749
8. C -0.605